# 1
Below is C4H4N2O in the gas phase at a distorted geometry, with properties calculated with ωB97M-V/def2-TZVPD.

Element x y z (Å)
C -0.345269 0.603983 -0.067127
C -1.555682 -0.230606 -0.044584
C 1.251112 -1.203868 0.346108
C 2.031691 0.076939 -0.034223
H 0.764092 -1.386214 1.299740
H 1.489033 -2.087198 -0.148483
H 2.130431 0.865141 0.772149
H 2.915267 -0.093644 -0.738535
N -2.541070 -0.863360 -0.012183
N 0.698079 -0.152346 -0.551171
O -0.336124 1.791645 0.194695

Forces on the atoms, in the same order (eV/Å):
0.1535 1.2266 -0.3042
-3.0012 -1.3025 0.3349
-0.1076 2.1149 -0.2419
0.6616 -0.7078 0.9892
0.2056 0.5872 0.0784
0.4736 -1.3186 -0.8993
-0.0316 -0.9702 -1.2230
-1.5480 0.5730 0.9765
2.4693 1.4845 -0.0754
0.8078 -0.2794 0.5470
-0.0830 -1.4078 -0.1822

Calculated values
relative energy (zero: lowest compared OMol25 entry of this formula, charge and spin)	49.58	kcal/mol
spin multiplicity	1
SMILES	N#CC(=O)N1CC1
HOMO	-10.8	eV

---

# 2
Below is a molecular structure, C4H4N2O at a distorted geometry, with properties calculated with ωB97M-V/def2-TZVPD.

Element x y z (Å)
C -1.664572 0.784949 0.114802
C -0.197458 -0.582026 -0.128383
C 1.109796 0.960627 -0.116518
C -0.154388 0.770017 -0.018337
H -1.922047 0.983013 1.286155
H -2.339716 1.355155 -0.574633
H -2.376688 -1.335080 0.308884
H 1.777084 1.903579 0.087754
N -1.693780 -0.803608 -0.205479
N 0.993454 -1.153625 0.204322
O 1.900423 -0.100930 -0.026180

Forces on the atoms, in the same order (eV/Å):
-1.7232 -0.3232 1.9082
0.2146 -5.3502 3.0497
6.3729 6.7535 1.3759
-4.0245 0.2784 -1.7354
0.3548 -0.4212 -2.9399
0.8546 -0.3747 0.7200
0.8221 -0.6250 0.6267
-1.6044 -1.6067 -0.9920
2.9905 4.1088 -0.2957
-2.0983 -1.5092 -2.4594
-2.1590 -0.9305 0.7418

Calculated values
relative energy (zero: lowest compared OMol25 entry of this formula, charge and spin)	133.07	kcal/mol
spin multiplicity	1
HOMO	-9.4	eV

---

# 3
Below is C4H4N2O in the gas phase at a distorted geometry, with properties calculated with ωB97M-V/def2-TZVPD.

Element x y z (Å)
C -1.106591 0.841590 -0.143612
C -2.253491 -0.022560 -0.120969
C 0.805396 -0.988401 0.083262
C 1.410163 0.412363 -0.029916
H 0.685773 -1.233849 1.202257
H 1.041937 -1.802343 -0.647083
H 1.451864 1.041310 0.860580
H 2.140928 0.527026 -0.737509
N -2.991357 -0.971901 -0.031770
N 0.098770 0.189681 -0.478800
O -1.283388 2.007087 0.043556

Forces on the atoms, in the same order (eV/Å):
1.5275 -0.4008 -0.2005
-3.9207 -6.7085 0.4296
-0.1918 0.7950 1.4715
-1.1662 -0.3863 1.6844
-0.4348 -0.0020 -2.0978
-0.1722 0.9596 0.9065
0.4456 -0.3715 -0.0112
1.6297 0.7099 -1.7391
3.3493 5.0332 -0.4600
-1.7850 -0.7247 -0.0811
0.7187 1.0962 0.0976

Calculated values
relative energy (zero: lowest compared OMol25 entry of this formula, charge and spin)	59.86	kcal/mol
spin multiplicity	1
SMILES	N#CC(=O)N1CC1
HOMO	-10.6	eV

---

# 4
Below is C4H4N2O in the gas phase, with properties calculated with ωB97M-V/def2-TZVPD.

Element x y z (Å)
N 2.429155 0.171932 0.024024
C 1.538527 -0.663822 0.028862
C 0.664964 -1.717195 0.037773
N -0.196031 -0.715673 0.009971
C -1.331954 -0.093905 -0.013457
C -1.234263 1.365579 -0.038283
O -0.175801 1.973359 -0.038138
H 2.175096 1.156047 0.004287
H 0.629708 -2.796567 0.057388
H -2.303158 -0.595074 -0.014894
H -2.196246 1.915317 -0.057531

Forces on the atoms, in the same order (eV/Å):
-0.4912 -0.5043 0.0039
0.2553 0.4668 -0.0052
-0.0267 0.0086 -0.0010
0.0732 0.2157 -0.0020
0.1655 -0.0708 0.0028
0.2439 0.1601 0.0006
-0.4551 -0.1270 -0.0025
-0.0548 -0.1103 0.0006
-0.0959 0.0516 -0.0024
0.2924 -0.0116 0.0037
0.0933 -0.0788 0.0014

Calculated values
relative energy (zero: lowest compared OMol25 entry of this formula, charge and spin)	94.59	kcal/mol
spin multiplicity	1
HOMO	-8.4	eV

---

# 5
Below is C4H4N2O in the gas phase at a distorted geometry, with properties calculated with ωB97M-V/def2-TZVPD.

Element x y z (Å)
C 0.840468 -0.125724 -0.145302
C 0.075898 -1.251084 -0.147081
C -1.674800 0.055133 -0.030811
C 0.291615 1.071521 -0.171290
H 2.394100 0.787187 0.269765
H 0.351118 -2.249224 0.308632
H -2.713376 -0.242578 0.140333
H 0.514285 2.140814 0.000971
N -1.216982 -1.138546 -0.119146
N -1.025490 1.189356 -0.052551
O 2.163167 -0.236856 -0.053521

Forces on the atoms, in the same order (eV/Å):
2.5638 -1.8861 -0.4346
0.2911 -2.5296 1.9733
-3.4342 0.0390 -0.2082
-3.6237 4.3434 0.7155
0.0566 -4.1847 -1.3347
0.8540 1.0347 -1.5407
-0.8036 2.7155 -0.0221
2.3385 -0.9139 -0.5267
1.0650 -2.4882 -0.2788
-1.9228 -0.3506 0.0014
2.6153 4.2204 1.6555

Calculated values
relative energy (zero: lowest compared OMol25 entry of this formula, charge and spin)	63.66	kcal/mol
spin multiplicity	1
SMILES	Oc1cncnc1
HOMO	-9.6	eV

---

# 6
Below is a molecular structure, C4H4N2O at a distorted geometry, with properties calculated with ωB97M-V/def2-TZVPD.

Element x y z (Å)
O -1.491871 0.680695 2.035741
C -0.867089 0.336249 1.057016
C 0.539539 -0.120046 1.125049
C 1.209932 -0.441524 0.010165
N 0.624331 -0.274880 -1.271242
C -0.763920 -0.096419 -1.218492
N -1.478051 0.284666 -0.216651
H 1.009757 -0.155383 2.100616
H 2.222466 -0.849227 0.032320
H 0.176636 0.861460 -1.439891
H -1.181731 -0.225591 -2.214632

Forces on the atoms, in the same order (eV/Å):
0.2716 0.0239 -0.2427
-0.1544 0.0184 0.1327
0.0448 0.0194 -0.1306
-0.1291 0.7037 0.1488
-0.4291 1.3267 -0.1333
-1.2953 -0.4759 0.3828
-0.3859 -0.7108 0.1325
-0.1376 -0.2511 -0.0374
-0.2694 0.3449 -0.2288
2.8929 -1.1738 -0.1300
-0.4087 0.1747 0.1059

Calculated values
relative energy (zero: lowest compared OMol25 entry of this formula, charge and spin)	68.67	kcal/mol
spin multiplicity	1
HOMO	-9.9	eV